No. 1
This record from OMol25 describes one molecule with the formula C4H4O. The level of theory is wB97M-V/def2-TZVPD.

As for the SMILES: C#CC(C)=O. The calculated total energy comes out at -6258.035 eV. The HOMO energy is -10.4 eV. The calculation puts the HOMO-LUMO gap at 10.711 eV. The energy above the lowest of the compared OMol25 structures with the same formula, charge and spin comes out at 31.00 kcal/mol.

Geometry (Å):
1 C -1.2641 0.3799 -0.0518
2 C -0.2653 -0.7474 0.0536
3 O -0.5814 -1.9149 0.1129
4 C 1.1349 -0.3170 0.0559
5 C 2.2564 0.1235 0.0618
6 H -1.4276 0.6017 -1.1123
7 H -0.8905 1.2885 0.4263
8 H -2.2132 0.0714 0.3882
9 H 3.2509 0.5143 0.0653

***

No. 2
This record from OMol25 describes one molecule with the formula C4H4O at a distorted geometry. The level of theory is wB97M-V/def2-TZVPD.

The calculated total energy comes out at -6254.354 eV. The HOMO energy is -9.0 eV. The calculation puts the HOMO-LUMO gap at 9.368 eV. The energy above the lowest of the compared OMol25 structures with the same formula, charge and spin comes out at 115.90 kcal/mol.

Geometry (Å):
1 C -0.6678 0.3496 -0.0147
2 C 0.5746 0.2967 0.7081
3 C 0.6488 -0.1449 -0.8478
4 C 1.0763 -1.0404 0.0617
5 O -1.5407 -0.6962 0.1047
6 H -1.2665 1.2986 -0.2640
7 H 1.2852 0.9557 1.1454
8 H 1.0022 0.3750 -1.6716
9 H -1.1121 -1.3940 0.7781

***

No. 3
This record from OMol25 describes one molecule with the formula C4H4O at a distorted geometry. The level of theory is wB97M-V/def2-TZVPD.

As for the SMILES: O[C@]12[C@@H]3[C@H]1[C@@H]32. The calculated total energy comes out at -6253.547 eV. The HOMO energy is -8.4 eV. The calculation puts the HOMO-LUMO gap at 9.303 eV. The energy above the lowest of the compared OMol25 structures with the same formula, charge and spin comes out at 134.50 kcal/mol.

Geometry (Å):
1 C -0.0253 -1.2263 0.2766
2 C 0.4593 0.1183 0.7637
3 C -0.9482 0.0117 0.3560
4 C 0.0946 -0.0791 -0.6761
5 O 0.8159 0.6067 -1.8435
6 H -0.1894 -2.1858 0.6662
7 H 1.0185 0.5838 1.5452
8 H -1.7174 0.6239 0.7157
9 H 0.4919 1.5468 -1.8038

***

No. 4
This record from OMol25 describes one molecule with the formula C4H4O at a distorted geometry. The level of theory is wB97M-V/def2-TZVPD.

The calculated total energy comes out at -6254.057 eV. The HOMO energy is -10.0 eV. The calculation puts the HOMO-LUMO gap at 8.990 eV. The energy above the lowest of the compared OMol25 structures with the same formula, charge and spin comes out at 122.74 kcal/mol.

Geometry (Å):
1 C 1.0829 -0.7980 -0.6301
2 C 2.3155 -0.8589 -0.3401
3 C -0.2970 -0.5530 -0.1032
4 C -0.5605 0.7960 0.3829
5 O -0.0249 -0.6721 -1.4786
6 H -0.9104 -1.3674 0.4296
7 H -1.5837 0.8955 0.7928
8 H -0.1975 1.6615 -0.2711
9 H 0.1756 0.8963 1.2178

***

No. 5
This record from OMol25 describes one molecule with the formula C4H4O2. The level of theory is wB97M-V/def2-TZVPD.

The calculated total energy comes out at -8303.578 eV. The HOMO energy is -10.7 eV. The calculation puts the HOMO-LUMO gap at 10.130 eV. The energy above the lowest of the compared OMol25 structures with the same formula, charge and spin comes out at 80.69 kcal/mol.

Geometry (Å):
1 O -2.1052 0.9602 -0.5740
2 C -1.8756 -0.0824 -0.0211
3 O -0.6728 -0.4936 0.4083
4 C 0.4148 0.4001 0.1398
5 C 1.9834 -1.6349 0.2509
6 C 1.6565 -0.4121 -0.0685
7 H -2.6216 -0.8562 0.2077
8 H 0.1881 1.0052 -0.7414
9 H 0.5312 1.0696 0.9994
10 H 2.5011 0.0440 -0.6010

***

No. 6
This record from OMol25 describes one molecule with the formula C4H4O2 at a distorted geometry. The level of theory is wB97M-V/def2-TZVPD.

As for the SMILES: C#C[C@@H](O)C=O. The calculated total energy comes out at -8304.967 eV. The HOMO energy is -10.2 eV. The calculation puts the HOMO-LUMO gap at 10.881 eV. The energy above the lowest of the compared OMol25 structures with the same formula, charge and spin comes out at 48.67 kcal/mol.

Geometry (Å):
1 C -0.4414 -0.4972 0.2453
2 C 0.9356 -0.9826 -0.2755
3 C -0.2224 0.9369 0.5344
4 C -0.0963 2.1275 0.7275
5 H -1.0340 -0.8179 -1.5546
6 H -0.6760 -1.0417 1.1662
7 H 1.7642 -0.9609 0.4955
8 H 0.1988 3.1685 0.7702
9 O -1.4683 -0.6442 -0.6738
10 O 1.0398 -1.2886 -1.4353

***

No. 7
This record from OMol25 describes C4H4O2Pb as an isolated structure at a distorted geometry. The level of theory is wB97M-V/def2-TZVPD.

Its expectation value of S² is 0.771. The calculated total energy comes out at -13515.782 eV. The HOMO energy (spin up / spin down) is -20.8 / -22.9 eV. The calculation puts the HOMO-LUMO gap (spin up / spin down) at 5.941 / 8.021 eV. Its net charge is +3. As for the spin multiplicity: 2. The energy above the lowest of the compared OMol25 structures with the same formula, charge and spin comes out at 0.00 kcal/mol.

Geometry (Å):
1 H 2.7255 -2.5700 1.1091
2 O 2.9083 -1.4452 0.0992
3 C 2.3795 -0.4255 0.1942
4 C 1.3033 0.4069 0.7169
5 C 1.4921 0.7522 2.1684
6 C 0.7655 0.2803 3.1415
7 O 0.1899 -0.1758 4.0547
8 Pb -1.2155 -0.4945 5.6687
9 H 0.3738 -0.1467 0.4980
10 H 1.2877 1.3073 0.0780
11 H 2.2681 1.4594 2.4799

***

No. 8
This record from OMol25 describes one molecule with the formula C4H4O2S2 at a distorted geometry. The level of theory is wB97M-V/def2-TZVPD.

Its expectation value of S² is 2.013. The calculated total energy comes out at -29973.895 eV. The HOMO energy (spin up / spin down) is -8.2 / -9.8 eV. The calculation puts the HOMO-LUMO gap (spin up / spin down) at 7.154 / 6.779 eV. As for the spin multiplicity: 3.

Geometry (Å):
1 C 1.4090 1.2500 1.0230
2 C -0.6870 -0.0258 0.1089
3 C 0.7167 0.0601 0.4430
4 C -0.6831 -0.3227 -1.3762
5 O 0.8238 2.2654 1.1784
6 O -1.3800 -1.0648 0.7272
7 S 1.6189 -1.3054 0.1248
8 S -0.7342 -1.8113 -1.9484
9 H 2.5256 1.0950 1.4359
10 H -1.1692 0.9149 0.2987
11 H -0.8973 0.5680 -2.0708
12 H -1.5432 -1.6233 0.0556

***

No. 9
This record from OMol25 describes a 2-piece molecular cluster, C4H4O3 overall at a distorted geometry. The level of theory is wB97M-V/def2-TZVPD.

The calculated total energy comes out at -10350.970 eV. The HOMO energy is -9.9 eV. The calculation puts the HOMO-LUMO gap at 10.624 eV. The energy above the lowest of the compared OMol25 structures with the same formula, charge and spin comes out at 97.82 kcal/mol.

Geometry (Å):
1 O -1.0703 2.3704 -1.9703
2 C -0.5257 1.8549 -1.1193
3 O -2.0012 0.0823 -0.1987
4 C -1.1653 0.0070 0.6778
5 C 0.2022 -0.4258 0.4808
6 C 1.4447 -0.6483 -0.2440
7 O 1.3812 -0.3385 1.1763
8 H -0.5562 -1.3894 0.7460
9 H -1.3594 0.1056 1.7636
10 H 2.0033 0.0769 -0.8422
11 H 1.6467 -1.6951 -0.4700

***

No. 10
This record from OMol25 describes C4H4O3 as an isolated structure. The level of theory is wB97M-V/def2-TZVPD.

The calculated total energy comes out at -10351.827 eV. The HOMO energy is -9.4 eV. The calculation puts the HOMO-LUMO gap at 8.411 eV. The energy above the lowest of the compared OMol25 structures with the same formula, charge and spin comes out at 78.07 kcal/mol.

Geometry (Å):
1 C -0.3093 -0.0221 -0.4463
2 C -0.1454 -0.4968 -1.8666
3 C -0.1274 -0.2816 1.7632
4 C 0.5205 0.9026 0.1933
5 O -1.1508 -0.6498 0.2882
6 O 0.8007 -0.2034 -2.5527
7 O -0.6242 0.2396 2.6863
8 H -0.9637 -1.1519 -2.2207
9 H 0.4699 -1.1820 1.6444
10 H 1.4773 1.1522 -0.2519
11 H 0.0523 1.6930 0.7628

***

No. 11
This record from OMol25 describes one molecule with the formula C4H4O3. The level of theory is wB97M-V/def2-TZVPD.

The calculated total energy comes out at -10350.937 eV. The HOMO energy is -9.2 eV. The calculation puts the HOMO-LUMO gap at 9.691 eV. The energy above the lowest of the compared OMol25 structures with the same formula, charge and spin comes out at 98.59 kcal/mol.

Geometry (Å):
1 C 0.9036 -0.8132 1.5992
2 C 0.2275 0.0117 0.5754
3 O 0.4589 -0.4627 -0.6429
4 C -1.1726 1.3024 -1.0446
5 O -1.5055 2.3763 -0.6685
6 C -0.2996 0.2692 -1.5689
7 O -1.7392 0.1240 -1.3836
8 H 1.4227 -0.1212 2.2722
9 H 1.5662 -1.6131 1.2511
10 H 0.0814 -1.2287 2.2001
11 H 0.0566 0.1552 -2.5895

***

No. 12
This record from OMol25 describes one molecule with the formula C4H4O3. The level of theory is wB97M-V/def2-TZVPD.

As for the SMILES: O=CC(C=O)=CO. The calculated total energy comes out at -10354.380 eV. The HOMO energy is -10.1 eV. The calculation puts the HOMO-LUMO gap at 9.675 eV. The energy above the lowest of the compared OMol25 structures with the same formula, charge and spin comes out at 19.20 kcal/mol.

Geometry (Å):
1 O 1.3198 -0.2898 1.6968
2 C 0.3976 -0.7662 0.9034
3 C -0.1583 -0.0807 -0.1470
4 C 0.2734 1.2757 -0.4091
5 O 1.2677 1.7854 0.1072
6 C -1.1923 -0.7171 -0.9689
7 O -1.6391 -1.8301 -0.7827
8 H 0.0717 -1.7755 1.1495
9 H -0.3597 1.8859 -1.0792
10 H 1.5626 0.6134 1.3558
11 H -1.5435 -0.1010 -1.8255

***

No. 13
This record from OMol25 describes one molecule with the formula C4H4O3. The level of theory is wB97M-V/def2-TZVPD.

As for the SMILES: O=CC1(C=O)CO1. The calculated total energy comes out at -10352.820 eV. The HOMO energy is -10.1 eV. The calculation puts the HOMO-LUMO gap at 10.276 eV. The energy above the lowest of the compared OMol25 structures with the same formula, charge and spin comes out at 55.16 kcal/mol.

Geometry (Å):
1 O -1.4393 1.5106 0.9998
2 C -0.9227 1.1519 -0.0299
3 C -0.0395 -0.0807 -0.1502
4 C -0.2978 -1.2697 0.6762
5 O -0.6940 -1.2243 -0.6867
6 C 1.3319 0.3366 -0.6160
7 O 1.6036 1.5163 -0.6009
8 H -1.0345 1.6979 -0.9954
9 H 0.4732 -2.0041 0.8826
10 H -1.0689 -1.2208 1.4415
11 H 2.0881 -0.4137 -0.9210

***

No. 14
This record from OMol25 describes one molecule with the formula C4H4O3 at a distorted geometry. The level of theory is wB97M-V/def2-TZVPD.

As for the SMILES: CC(=O)C(=O)C=O. The calculated total energy comes out at -10353.663 eV. The HOMO energy is -9.8 eV. The calculation puts the HOMO-LUMO gap at 9.057 eV. The energy above the lowest of the compared OMol25 structures with the same formula, charge and spin comes out at 35.72 kcal/mol.

Geometry (Å):
1 C -1.6232 0.2700 -0.4867
2 C -0.3229 -0.3951 -0.3674
3 O 0.0068 -1.3577 -1.0170
4 C 0.5516 -0.2387 0.8187
5 O 0.2204 -0.2734 1.9752
6 C 2.0025 0.1091 0.3438
7 O 2.1557 0.5234 -0.7731
8 H -2.1906 0.0821 0.4222
9 H -2.1509 -0.1411 -1.3400
10 H -1.5043 1.3459 -0.5998
11 H 2.8627 0.0795 0.9893

***

No. 15
This record from OMol25 describes C4H4O3 as an isolated structure. The level of theory is wB97M-V/def2-TZVPD.

The calculated total energy comes out at -10349.394 eV. The HOMO energy is -10.1 eV. The calculation puts the HOMO-LUMO gap at 10.708 eV. The energy above the lowest of the compared OMol25 structures with the same formula, charge and spin comes out at 134.16 kcal/mol.

Geometry (Å):
1 O 0.9512 -1.1810 -1.1722
2 C 0.1849 -1.2224 -0.1392
3 C -0.3925 0.1116 -0.1168
4 C -0.4283 0.5553 1.2865
5 O 0.6679 -0.3431 1.3330
6 C 0.2889 0.5175 -1.3171
7 O -0.8890 0.5090 -1.8042
8 H -0.1522 -2.1613 0.2939
9 H -0.1547 1.5969 1.4735
10 H -1.3026 0.2518 1.8711
11 H 1.1451 1.0995 -1.6552

***

No. 16
This record from OMol25 describes one molecule with the formula C4H4OS at a distorted geometry. The level of theory is wB97M-V/def2-TZVPD.

As for the SMILES: C#CC(=S)CO. The calculated total energy comes out at -17091.299 eV. The HOMO energy is -9.1 eV. The calculation puts the HOMO-LUMO gap at 7.715 eV. The energy above the lowest of the compared OMol25 structures with the same formula, charge and spin comes out at 88.68 kcal/mol.

Geometry (Å):
1 C 0.1118 -1.0683 -0.4788
2 C -0.8584 -0.1945 0.2405
3 C -0.4312 1.1211 0.6350
4 C 0.3016 2.1364 0.7894
5 H 1.2224 0.1233 -0.9351
6 H 0.7211 -1.8660 0.1826
7 H -0.5429 -1.7983 -0.9226
8 H 0.9214 3.0206 1.2417
9 O 0.7974 -0.4900 -1.4662
10 S -2.2431 -0.9844 0.7135

***

No. 17
This record from OMol25 describes C4H4OS as an isolated structure at a distorted geometry. The level of theory is wB97M-V/def2-TZVPD.

The calculated total energy comes out at -17092.501 eV. The HOMO energy is -9.8 eV. The calculation puts the HOMO-LUMO gap at 9.564 eV. The energy above the lowest of the compared OMol25 structures with the same formula, charge and spin comes out at 60.97 kcal/mol.

Geometry (Å):
1 C -0.1143 0.4201 -0.0809
2 C 1.3975 0.5716 -0.0094
3 C -1.2606 1.1204 0.0137
4 C 0.0851 -1.5138 0.1037
5 O 2.0335 1.6257 -0.0608
6 S 1.9124 -1.1439 0.2822
7 H -2.1881 0.5763 -0.0355
8 H -1.3308 2.1171 -0.2829
9 H -0.5309 -1.8539 0.8679
10 H -0.0038 -1.9196 -0.7979

***

No. 18
This record from OMol25 describes C4H4OS as an isolated structure at a distorted geometry. The level of theory is wB97M-V/def2-TZVPD.

The calculated total energy comes out at -17093.149 eV. The HOMO energy is -8.8 eV. The calculation puts the HOMO-LUMO gap at 9.470 eV. The energy above the lowest of the compared OMol25 structures with the same formula, charge and spin comes out at 46.04 kcal/mol.

Geometry (Å):
1 C 0.2596 -0.3079 -0.3838
2 C 1.1455 0.5226 0.1914
3 C -2.2532 0.5271 -0.0557
4 C -0.8825 0.7063 -0.6938
5 O -2.6774 -0.4564 0.4293
6 S 0.1506 2.0404 0.0973
7 H 0.2547 -1.2746 -0.7295
8 H 2.0861 0.4657 0.7686
9 H -2.9981 1.2841 -0.4816
10 H -1.0120 0.8296 -1.7415

***

No. 19
This record from OMol25 describes one molecule with the formula C4H4OS at a distorted geometry. The level of theory is wB97M-V/def2-TZVPD.

As for the SMILES: Sc1ccoc1. The calculated total energy comes out at -17093.766 eV. The HOMO energy is -8.4 eV. The calculation puts the HOMO-LUMO gap at 9.098 eV. The energy above the lowest of the compared OMol25 structures with the same formula, charge and spin comes out at 31.81 kcal/mol.

Geometry (Å):
1 C 0.6413 -0.0489 0.0265
2 C -0.2299 -1.1201 -0.0175
3 C -1.5216 -0.6174 -0.1013
4 C -0.1434 1.0478 -0.0904
5 H 2.6794 1.2630 0.5528
6 H 0.0069 -2.1986 -0.0246
7 H -2.5117 -1.1695 0.0279
8 H 0.0804 2.1688 -0.1907
9 O -1.4383 0.7680 -0.0671
10 S 2.4369 -0.0930 -0.1156

***

No. 20
This record from OMol25 describes one molecule with the formula C4H4OS at a distorted geometry. The level of theory is wB97M-V/def2-TZVPD.

As for the SMILES: C=CC(=O)C=S. The calculated total energy comes out at -17092.319 eV. The HOMO energy is -9.1 eV. The calculation puts the HOMO-LUMO gap at 7.654 eV. The energy above the lowest of the compared OMol25 structures with the same formula, charge and spin comes out at 65.17 kcal/mol.

Geometry (Å):
1 C 1.2021 -1.2777 0.4284
2 C 0.5567 -0.4387 -0.4474
3 C -0.7268 0.0091 0.1174
4 C -1.1866 1.4312 -0.3204
5 H 2.1697 -1.9064 0.3115
6 H 0.4723 -1.8598 0.9871
7 H 0.9761 0.2243 -1.2864
8 H -1.8794 2.0228 0.4398
9 O -1.3042 -0.4113 1.1538
10 S -0.2800 2.2064 -1.3838